Record 1
{"formula": "C30H50AuOP4", "method": "ωB97M-V/def2-TZVPD", "species": ["Au", "P", "P", "P", "H", "C", "C", "H", "C", "C", "C", "C", "C", "C", "C", "C", "C", "H", "H", "H", "H", "H", "H", "H", "H", "H", "H", "H", "H", "H", "H", "H", "H", "H", "H", "H", "H", "H", "H", "H", "H", "H", "H", "H", "H", "H", "C", "C", "C", "C", "C", "C", "O", "H", "H", "H", "H", "H", "H", "C", "P", "C", "C", "C", "C", "C", "C", "C", "C", "C", "C", "C", "C", "H", "H", "H", "H", "H", "H", "H", "H", "H", "H", "H", "H", "H"], "xyz": [[-0.985862, 0.373402, -2.832046], [1.623593, 0.787482, 1.349881], [-1.851969, 2.649250, -2.622912], [1.560855, -0.470249, -3.214293], [-1.884254, -3.571674, 1.106335], [-0.966087, -3.362375, 0.544289], [0.276177, -3.283173, 1.107099], [0.441424, -3.402274, 2.189700], [1.688841, 1.204987, 3.146723], [2.303528, 2.374846, 0.701238], [3.139197, -0.258785, 1.271187], [-3.523139, 2.909086, -3.313379], [-1.858215, 2.982702, -0.846248], [-0.762983, 3.883793, -3.360636], [1.944682, -1.879434, -2.094052], [2.884697, 0.742936, -2.839985], [2.083287, -1.179032, -4.837011], [-1.062255, -3.146893, -0.518123], [1.163505, -3.171471, 0.471068], [1.697586, 0.283383, 3.741023], [0.815988, 1.806167, 3.429865], [2.605923, 1.776353, 3.341623], [1.487631, 3.108260, 0.644083], [2.721653, 2.243442, -0.303918], [3.078589, 2.755152, 1.380845], [2.839403, -1.305263, 1.412386], [3.837678, 0.024660, 2.069465], [3.635445, -0.161434, 0.297318], [-3.449045, 3.298516, -4.341405], [-4.099069, 3.588410, -2.681650], [-4.056666, 1.936041, -3.387443], [-2.459448, 3.873722, -0.614932], [-0.816745, 3.150613, -0.506793], [-2.260866, 2.120730, -0.282301], [-1.337956, 4.833136, -3.470103], [-0.400168, 3.545076, -4.349609], [0.089189, 4.068196, -2.671802], [2.417151, -2.685582, -2.678041], [1.000013, -2.240808, -1.659067], [2.619092, -1.541287, -1.293194], [3.787976, 0.497763, -3.422924], [3.085194, 0.721080, -1.758104], [2.495470, 1.723884, -3.139431], [3.107690, -1.574546, -4.744659], [2.040315, -0.369191, -5.590372], [1.373236, -1.979779, -5.113164], [-1.680804, -1.952407, -4.270889], [-2.750140, -1.176627, -4.755225], [-3.263581, -1.467970, -6.028762], [-2.806029, -2.573991, -6.747774], [-1.824211, -3.404394, -6.174217], [-1.301323, -3.134782, -4.914639], [-0.794835, -1.601994, -3.318695], [-2.288288, 1.255346, -2.365416], [-3.103188, -0.271201, -4.276222], [-4.036396, -0.817115, -6.453880], [-3.248712, -2.804538, -7.734052], [-1.458230, -4.285657, -6.751089], [-0.458174, -3.711472, -4.515666], [-1.295893, -0.911752, 3.446960], [-1.743474, 0.150897, 2.017395], [-3.323006, -0.617676, 1.498943], [-4.167395, -1.340381, 2.358375], [-5.374753, -1.850168, 1.879467], [-5.745563, -1.679630, 0.543499], [-4.885221, -0.998582, -0.329759], [-3.672741, -0.480841, 0.130442], [-2.354660, 1.680057, 2.862734], [-1.576940, 2.853120, 2.743683], [-1.944953, 4.013713, 3.427526], [-3.090668, 4.017532, 4.231480], [-3.879038, 2.869303, 4.329580], [-3.522161, 1.707898, 3.635362], [-1.251614, -1.956470, 3.114596], [-2.029069, -0.792964, 4.253902], [-0.306785, -0.611355, 3.814927], [-3.893027, -1.498365, 3.402174], [-6.038241, -2.389299, 2.571127], [-6.691907, -2.077176, 0.179780], [-5.156268, -0.867128, -1.379425], [-2.991987, 0.014635, -0.551326], [-0.687051, 2.853632, 2.106226], [-1.331025, 4.909682, 3.334097], [-3.367699, 4.922598, 4.778422], [-4.779417, 2.869520, 4.947389], [-4.161314, 0.825181, 3.695816]], "forces_ev_per_angstrom": [[1.870, 2.172, 0.099], [1.016, 0.641, 0.966], [-0.009, 1.831, 0.734], [0.696, 0.127, 0.128], [0.462, 0.141, -0.172], [1.809, 0.542, 0.878], [-1.667, -0.291, -0.487], [-0.071, -0.132, -0.647], [-0.541, -0.164, -0.028], [-0.558, 0.096, -0.390], [-0.397, -0.546, -0.319], [-0.115, -0.702, -0.571], [0.077, 0.102, 0.554], [0.726, 0.163, -0.375], [-0.538, 0.082, 0.160], [-0.299, -0.010, -0.267], [-0.828, 0.602, -0.114], [-0.142, -0.352, 0.056], [-0.384, 0.124, 0.355], [0.036, 0.243, -0.071], [0.275, -0.136, 0.073], [-0.209, -0.209, -0.028], [0.295, 0.002, 0.034], [-0.097, 0.088, 0.263], [-0.182, -0.163, -0.214], [0.261, 0.161, 0.007], [-0.208, 0.032, -0.209], [-0.103, -0.037, 0.263], [0.001, 0.050, 0.394], [0.111, 0.049, -0.101], [0.245, 0.687, 0.200], [0.209, -0.188, -0.065], [-0.507, -0.083, -0.216], [0.088, 0.491, -0.289], [0.214, -0.701, 0.066], [-0.151, 0.335, 0.480], [-0.452, -0.224, -0.525], [-0.165, 0.296, 0.319], [0.476, -0.048, -0.062], [-0.251, -0.211, -0.290], [-0.252, 0.181, 0.394], [0.024, 0.110, -0.491], [0.436, -0.083, 0.136], [-0.415, 0.175, -0.007], [0.134, -0.557, 0.200], [0.460, 0.349, 0.019], [2.466, 0.183, 2.097], [-0.902, 0.360, -1.953], [-0.191, 0.880, 1.428], [-0.059, -0.529, -0.314], [0.585, -1.153, 0.041], [0.235, -1.162, -2.230], [-3.382, -1.620, -1.425], [-0.511, -2.562, -0.082], [0.061, -0.175, 0.281], [0.325, -0.325, 0.204], [0.453, 0.138, 0.653], [-0.357, 0.817, 0.598], [-0.560, 0.170, -0.058], [0.719, -0.080, -0.293], [-1.494, -0.282, 1.809], [0.277, -0.149, -1.439], [0.214, 0.098, -0.180], [-0.201, -0.110, 0.123], [0.400, 0.230, -0.006], [0.124, 0.050, 0.043], [-0.675, -0.429, 1.017], [0.901, 0.841, -0.587], [-0.401, -0.133, 0.174], [-0.029, -0.177, -0.035], [0.130, -0.022, -0.086], [0.169, -0.139, -0.156], [-0.090, -0.066, 0.004], [-0.012, 0.293, 0.121], [0.155, 0.094, -0.240], [-0.324, -0.136, 0.057], [-0.143, 0.005, -0.324], [0.357, 0.279, -0.400], [0.243, 0.091, 0.107], [-0.001, -0.121, 0.304], [0.014, 0.018, -0.033], [-0.246, 0.011, 0.228], [-0.198, -0.204, 0.073], [0.082, -0.340, -0.209], [0.300, 0.002, -0.214], [0.184, 0.321, 0.060]], "s_squared": 2.04, "homo_ev": [-16.09, -15.99], "relative_energy_kj_mol": 254.9, "multiplicity": 3, "charge": 3}

---

Record 2
{"formula": "C30H50BCl2N6O9P2S", "method": "ωB97M-V/def2-TZVPD", "species": ["C", "C", "O", "B", "O", "C", "N", "P", "C", "C", "C", "C", "C", "C", "O", "Cl", "P", "N", "O", "O", "C", "C", "O", "C", "O", "C", "Cl", "S", "C", "O", "O", "H", "H", "H", "H", "H", "H", "H", "H", "H", "H", "H", "H", "H", "H", "H", "H", "H", "H", "H", "H", "H", "H", "H", "H", "H", "H", "H", "H", "H", "H", "N", "C", "C", "C", "C", "H", "H", "H", "H", "H", "N", "C", "C", "C", "C", "H", "H", "H", "H", "H", "N", "C", "C", "C", "C", "H", "H", "H", "H", "H", "N", "C", "C", "C", "C", "H", "H", "H", "H", "H"], "xyz": [[2.421653, -2.060625, -0.888220], [2.277555, -0.574754, -1.109830], [1.533734, 0.017830, -0.014048], [0.694732, 1.042799, -0.321879], [1.074247, 2.149795, -0.998538], [-0.836068, 0.846609, 0.229358], [-1.393788, 1.804849, 1.288063], [-0.579308, 3.523382, 1.355258], [-1.149647, 4.316585, 2.895914], [1.061300, 2.999311, 1.962679], [1.084397, 1.747001, 2.859264], [-2.910346, 1.748786, 1.483487], [-3.178897, 1.661331, 3.001933], [-4.399643, 2.323506, 3.613939], [-4.400443, 3.365553, 4.151411], [-5.834611, 1.318638, 3.592507], [-3.860978, 3.182637, 0.702543], [-3.698435, 4.530436, 1.404639], [-5.330447, 2.545380, 0.650644], [-3.411651, 3.252978, -0.807406], [-3.439157, 0.458063, 0.796181], [-3.097816, -0.889123, 1.458216], [-4.193834, -1.222556, 2.280043], [-3.887356, -1.971292, 3.454856], [-3.126848, 0.480396, -0.609045], [-1.782248, 0.483963, -0.927818], [-1.315169, -1.238591, -1.316300], [-1.507003, 1.364200, -2.581710], [-3.056555, 1.166809, -3.412506], [-0.522662, 0.582149, -3.277632], [-1.228368, 2.751831, -2.396600], [2.743239, -2.533871, -1.816049], [1.440199, -2.478568, -0.656847], [3.101919, -2.302616, -0.075919], [1.764896, -0.400238, -2.056809], [3.259228, -0.104112, -1.186303], [2.033925, 2.284847, -0.984961], [-0.751376, -0.098227, 0.762026], [-1.064362, 1.369805, 2.153366], [-2.190077, 4.168405, 3.150434], [-0.532162, 4.071552, 3.763104], [-1.026500, 5.377123, 2.670800], [1.450368, 3.819761, 2.568574], [1.751773, 2.892794, 1.136074], [2.109267, 1.557060, 3.175543], [0.762128, 0.839333, 2.348075], [0.510181, 1.922962, 3.771148], [-2.337002, 2.098446, 3.544353], [-3.229304, 0.619338, 3.311901], [-4.514897, 4.944609, 1.831008], [-5.957765, 3.265484, 0.480992], [-3.939740, 2.645363, -1.343433], [-4.524936, 0.504214, 0.831444], [-2.979265, -1.649617, 0.686466], [-2.184949, -0.839564, 2.064168], [-3.957302, -1.329738, 4.336023], [-4.636489, -2.753272, 3.559741], [-2.907766, -2.443547, 3.397584], [-3.625248, 2.089428, -3.347161], [-3.601503, 0.290391, -3.076048], [-2.757557, 1.017836, -4.449714], [5.477799, 4.566975, 0.935233], [4.161548, 4.724395, 0.606019], [4.011614, 4.393803, -0.716336], [5.294911, 4.016351, -1.201641], [6.174944, 4.135700, -0.160283], [5.875082, 4.742860, 1.839245], [3.445191, 5.065201, 1.334030], [3.089754, 4.428384, -1.275848], [5.542300, 3.702833, -2.201371], [7.233824, 3.952600, -0.107011], [2.867739, -3.421240, -4.981444], [4.018123, -4.091528, -5.299824], [4.955350, -3.164393, -5.664987], [4.346959, -1.882129, -5.563639], [3.060151, -2.073644, -5.139037], [2.013700, -3.853007, -4.681789], [4.069451, -5.164891, -5.238919], [5.964285, -3.379095, -5.973050], [4.802896, -0.930753, -5.779608], [2.268663, -1.371074, -4.937615], [-2.286438, 0.380086, 6.181359], [-1.034868, 0.027340, 5.744099], [-0.470819, -0.774934, 6.697603], [-1.416718, -0.908536, 7.750831], [-2.525251, -0.185587, 7.404357], [-2.930045, 0.972492, 5.693058], [-0.651763, 0.375876, 4.798515], [0.510603, -1.215300, 6.650859], [-1.293553, -1.471730, 8.659695], [-3.457232, -0.027166, 7.918240], [1.853745, -9.096415, -6.915605], [2.428238, -9.177450, -5.677907], [2.517504, -7.907779, -5.174362], [1.973020, -7.027907, -6.151286], [1.571096, -7.792682, -7.212653], [1.670530, -9.877147, -7.517728], [2.723700, -10.125177, -5.263042], [2.928216, -7.640625, -4.214811], [1.886729, -5.956895, -6.084468], [1.113762, -7.521073, -8.147861]], "forces_ev_per_angstrom": [[-0.470, -0.038, -0.003], [0.661, -0.132, -0.215], [-0.569, -0.231, -0.273], [0.559, 0.178, 0.234], [-0.112, 0.056, 0.342], [0.173, 0.120, -0.192], [-0.272, -0.044, 0.643], [-0.103, 1.022, -1.048], [0.098, -0.481, 0.662], [0.327, -0.801, 0.436], [0.361, 0.452, 0.036], [-0.692, -0.421, -0.796], [0.411, -0.084, 0.431], [-0.117, -0.638, -0.456], [0.103, 0.920, 0.533], [-0.231, -0.187, -0.024], [0.103, 1.277, 0.313], [-0.082, -0.512, -0.149], [-0.009, -0.134, -0.069], [-0.038, -0.207, -0.113], [-0.030, -0.308, -0.047], [-0.211, -0.024, 0.303], [0.066, 0.185, 0.066], [-0.277, -0.134, -0.070], [0.193, 0.669, 0.155], [-0.198, -0.765, 0.023], [-0.017, -0.034, -0.058], [0.707, 0.180, -0.619], [0.004, -0.077, -0.275], [-0.135, -0.106, 0.220], [-0.452, 0.063, 0.415], [0.265, 0.026, 0.049], [0.011, -0.030, 0.075], [0.083, 0.005, -0.014], [-0.200, 0.148, 0.084], [0.004, 0.098, 0.117], [-0.024, -0.114, -0.389], [0.006, 0.075, 0.121], [0.129, -0.039, -0.103], [-0.115, 0.182, -0.165], [0.031, -0.044, -0.037], [-0.058, 0.046, -0.034], [-0.202, 0.230, -0.120], [0.060, -0.006, -0.076], [0.001, -0.070, 0.017], [0.014, -0.099, 0.077], [-0.125, -0.146, -0.015], [-0.028, 0.174, -0.116], [0.024, -0.143, -0.173], [0.192, 0.202, 0.164], [-0.193, -0.173, 0.118], [0.217, -0.066, -0.098], [-0.006, -0.029, -0.045], [0.174, 0.069, -0.051], [0.114, -0.072, -0.068], [0.181, 0.040, 0.045], [-0.015, -0.021, -0.045], [0.089, 0.040, 0.031], [-0.096, -0.023, 0.111], [-0.010, -0.008, 0.109], [-0.019, 0.016, -0.027], [-0.040, -0.066, -0.122], [-0.084, -0.016, 0.129], [-0.035, -0.179, 0.024], [-0.017, -0.033, -0.006], [0.000, -0.002, 0.027], [0.018, 0.031, 0.011], [0.012, 0.072, -0.014], [0.005, 0.113, -0.034], [0.008, 0.010, -0.015], [0.013, 0.004, -0.017], [0.028, 0.023, 0.044], [-0.011, -0.015, 0.048], [-0.001, 0.056, 0.013], [0.042, -0.024, 0.030], [-0.076, 0.001, 0.065], [-0.025, -0.015, -0.019], [0.019, -0.012, -0.040], [0.009, -0.002, -0.009], [0.003, 0.008, -0.016], [-0.014, 0.006, -0.043], [-0.053, 0.015, -0.074], [-0.096, 0.022, -0.069], [-0.004, -0.025, 0.032], [0.029, -0.028, -0.010], [0.051, -0.029, -0.046], [-0.033, 0.081, 0.098], [-0.001, -0.027, 0.042], [0.011, -0.008, 0.006], [0.007, -0.008, 0.010], [0.000, 0.012, 0.019], [-0.011, 0.006, 0.016], [-0.001, -0.019, -0.031], [-0.013, 0.054, -0.009], [-0.023, -0.002, 0.080], [0.005, -0.041, -0.008], [-0.001, -0.016, -0.013], [0.013, -0.004, 0.011], [0.005, -0.006, 0.011], [-0.002, 0.017, -0.059], [0.004, 0.015, -0.010]], "homo_ev": -9.60, "multiplicity": 1, "charge": 1}